Record 1
Molecular formula: C4H4N2
Method: DFT, ωB97M-V with the def2-TZVPD basis set

Properties
F_max ... 0.041 hartree/bohr
Lowest unoccupied orbital energy ... 1.3 eV
SMILES ... C#C.C#C.N#N
HOMO ... -10.4 eV
Total charge ... 0
Total energy ... -7189.2882 eV
M ... 80.09 g mol⁻¹

Atoms and positions in Å:
1 N 0.5401 -2.5217 -0.1813
2 N -0.4558 -2.5362 0.2915
3 C 2.1547 0.1836 -0.2151
4 C 1.6252 1.2042 0.1393
5 C -2.2010 0.0788 0.2327
6 C -1.6543 1.0500 -0.2170
7 H -1.1799 1.9151 -0.6286
8 H 2.6100 -0.7301 -0.5277
9 H 1.1587 2.1087 0.4645
10 H -2.6769 -0.7952 0.6282



Record 2
Molecular formula: C3H6N2O2
Method: DFT, ωB97M-V with the def2-TZVPD basis set

Properties
F_max ... 0.056 hartree/bohr
Lowest unoccupied orbital energy (spin up / spin down) ... -0.5 / -0.1 eV
HOMO (spin up / spin down) ... -8.4 / -8.9 eV
Total charge ... 0
Total energy ... -10277.6777 eV
M ... 102.09 g mol⁻¹

Atoms and positions in Å:
1 O -2.0679 -1.2666 0.1267
2 O 0.3060 -1.8586 -1.2792
3 N 1.4271 0.5096 -0.5326
4 N -0.5747 -0.1731 0.1320
5 C 0.0015 -0.8617 -0.7568
6 C -1.2183 1.1360 0.0806
7 C 2.3596 0.1643 0.2228
8 H -1.6123 1.3405 1.0725
9 H -1.7385 -1.9737 0.7047
10 H -2.0400 1.1122 -0.6311
11 H -0.4730 1.8783 -0.1957
12 H 3.3229 0.6803 0.1431
13 H 2.3077 -0.6875 0.9131



Record 3
Molecular formula: C4H9NS2
Method: DFT, ωB97M-V with the def2-TZVPD basis set

Properties
F_max ... 0.070 hartree/bohr
Lowest unoccupied orbital energy ... 0.6 eV
SMILES ... C[C@@]1(S)[C@H](N)[C@@H]1S
HOMO ... -8.7 eV
Total charge ... 0
Total energy ... -27452.5362 eV
M ... 135.26 g mol⁻¹

Atoms and positions in Å:
1 S 1.1283 1.7736 0.1243
2 S 1.6516 -1.6207 -0.7107
3 N 0.7081 -0.6073 1.9628
4 C -1.5528 1.2240 -0.7268
5 C -0.0344 -0.7987 -0.5013
6 C -0.2247 0.6276 -0.1592
7 C -0.3388 -0.4503 0.9482
8 H -1.5905 2.3661 -0.4351
9 H 1.9184 1.0345 -0.6581
10 H -1.3735 1.2077 -1.9000
11 H 1.5693 -0.0275 1.9879
12 H -0.7338 -1.3300 -1.0462
13 H -1.3663 -0.7757 1.3039
14 H 1.6866 -1.6758 -2.0750
15 H -2.4437 0.5948 -0.2392
16 H 0.9962 -1.5423 2.1245



Record 4
Molecular formula: C3H7NOS
Method: DFT, ωB97M-V with the def2-TZVPD basis set

Properties
F_max ... 0.058 hartree/bohr
Lowest unoccupied orbital energy ... 0.7 eV
SMILES ... N[C@H](C=O)CS
HOMO ... -9.3 eV
Total charge ... 0
Total energy ... -17596.1658 eV
M ... 105.16 g mol⁻¹

Atoms and positions in Å:
1 S -2.2774 0.3165 -0.8338
2 O 1.2003 0.2116 -1.6182
3 N 0.9634 -0.4390 1.4835
4 C -0.8358 0.7722 0.2100
5 C 0.8362 -0.7215 -0.9691
6 C 0.0454 -0.4658 0.3331
7 H 1.1328 -1.7945 -0.9106
8 H -0.2588 1.6202 -0.1710
9 H 1.7656 -1.0327 1.2337
10 H 1.4492 0.4592 1.3162
11 H -0.6691 -1.2704 0.5806
12 H -1.2315 1.1733 1.1355
13 H -2.1205 1.1709 -1.7899



> The lowest total energy belongs to which entry?

C4H9NS2